1.
Entry from the Open Molecules 2025 dataset: a single C16H24N2O6S molecule (ωB97M-V/def2-TZVPD).

Output
**Gap between HOMO and LUMO**: 8.865 eV
**Net charge**: 0
**HOMO energy**: -9.2 eV
**ΔE to the lowest compared entry with this formula, charge and spin**: 310.7 kJ/mol
**E_tot**: -1583.09302 Eh
**Lowest unoccupied orbital energy**: -0.4 eV
**Structure (SMILES)**: CCN(CC)S(=O)(=O)c1ccc(OC[C@H]2CCCCO2)c([N+](=O)[O-])c1

The geometry in XYZ format:
```
49
Properties=species:S:1:pos:R:3:forces:R:3:nbo_charge:R:1
C 2.827524 0.294025 3.443559 0.19 -0.21 -0.06 -0.61
H 2.619500 0.007716 4.471091 -0.05 0.03 0.14 0.21
H 3.383223 1.228042 3.446903 0.03 0.14 0.03 0.21
H 1.885603 0.457734 2.926405 -0.10 0.03 -0.02 0.21
C 3.635384 -0.802019 2.752464 -0.49 0.06 0.54 -0.23
N 3.957321 -0.437985 1.390457 -0.40 -0.56 -0.88 -0.71
S 3.184530 -1.301044 0.209258 -0.59 0.37 0.25 2.34
O 3.800942 -1.007831 -1.048651 0.24 0.29 0.00 -0.94
O 2.997749 -2.675349 0.584672 -0.08 0.13 0.13 -0.94
C 1.565537 -0.521602 0.235027 0.36 -0.44 0.01 -0.39
C 1.474241 0.838397 0.043357 -0.25 0.30 -0.07 -0.15
C 0.230058 1.453196 0.047623 0.05 -1.09 0.09 0.02
C -0.953465 0.712575 0.267175 0.41 0.08 0.05 0.35
C -0.821509 -0.669124 0.453088 -0.24 0.23 -0.02 -0.33
C 0.420307 -1.272742 0.433040 0.20 -0.02 -0.02 -0.08
H 0.524228 -2.336896 0.575780 -0.08 -0.14 0.04 0.24
H -1.694037 -1.279369 0.616253 -0.08 -0.02 0.02 0.23
O -2.087259 1.413734 0.353925 0.20 -0.02 -0.02 -0.47
C -3.362628 0.809225 0.379616 -0.76 -0.15 -0.21 -0.07
C -3.957306 0.690994 -1.031900 0.52 -0.09 0.16 0.08
C -3.220844 -0.314183 -1.922596 -0.22 0.35 -0.10 -0.43
C -3.933509 -0.405320 -3.271469 -0.04 -0.23 0.15 -0.40
C -5.402868 -0.750051 -3.038702 0.08 0.33 0.14 -0.43
C -6.012114 0.265615 -2.072845 -0.24 -0.25 -0.27 -0.06
H -7.035632 -0.005633 -1.807270 0.04 0.09 -0.09 0.20
O -5.307523 0.315314 -0.849522 0.22 0.04 0.24 -0.53
H -6.015288 1.263303 -2.538128 -0.03 -0.04 0.04 0.16
H -5.957533 -0.738836 -3.977053 -0.07 -0.04 -0.02 0.21
H -5.480040 -1.747224 -2.601391 -0.06 -0.05 -0.01 0.20
H -3.457823 -1.161976 -3.897047 0.02 0.07 -0.07 0.21
H -3.859792 0.555628 -3.786025 0.04 0.02 -0.07 0.20
H -2.185564 0.000432 -2.060412 0.05 -0.03 0.04 0.22
H -3.232566 -1.295093 -1.441942 0.06 -0.04 0.09 0.20
H -3.907511 1.686415 -1.505830 -0.01 -0.08 0.06 0.17
H -3.364420 -0.164739 0.873396 0.03 0.04 0.02 0.18
H -3.995720 1.488750 0.955839 0.10 -0.13 -0.02 0.21
N 0.188103 2.875702 -0.202058 0.03 0.26 -0.09 0.52
O 1.159020 3.514045 0.143573 0.35 0.33 0.17 -0.38
O -0.779211 3.334640 -0.761369 -0.21 0.20 -0.25 -0.35
H 2.361692 1.429238 -0.120610 0.02 0.14 0.01 0.26
C 5.263865 0.107035 1.089537 0.48 -0.02 -0.40 -0.21
C 6.365116 -0.949153 1.080416 -0.18 0.20 0.05 -0.63
H 6.456930 -1.429629 2.051986 0.06 -0.06 0.08 0.20
H 6.126919 -1.706646 0.337977 0.08 -0.08 -0.07 0.22
H 7.317597 -0.491028 0.827296 0.13 -0.01 -0.01 0.22
H 5.187634 0.555209 0.097958 0.17 0.16 0.14 0.23
H 5.478412 0.892430 1.819253 -0.11 0.00 -0.07 0.20
H 3.059725 -1.729600 2.712972 0.14 0.02 0.26 0.23
H 4.553000 -0.996320 3.314924 -0.02 -0.10 -0.13 0.20
```
Positions in Å, forces in eV/Å.

2.
Entry from the Open Molecules 2025 dataset: 16 unconnected molecules or ions with the total composition C46H106Cl18O14 (ωB97M-V/def2-TZVPD).

Output
**Gap between HOMO and LUMO**: 9.411 eV
**Net charge**: 0
**HOMO energy**: -9.2 eV
**E_tot**: -11152.67327 Eh
**Lowest unoccupied orbital energy**: 0.2 eV

The geometry in XYZ format:
```
184
Properties=species:S:1:pos:R:3:forces:R:3:lowdin_charge:R:1
C -0.714898 -7.403486 -4.497202 0.78 -0.16 -0.14 -0.11
O -0.117990 -7.000062 -3.259746 -0.95 -0.42 0.80 -0.21
C 0.127989 -8.091996 -2.322599 0.60 1.30 0.29 -0.15
C 0.547287 -7.557744 -0.905437 0.22 0.00 -2.91 -0.17
O 1.717065 -6.730013 -1.108823 -1.08 -0.92 0.68 -0.22
C 2.181990 -6.300766 0.152180 0.90 0.51 -0.04 -0.13
H 0.090348 -7.853747 -5.077681 -0.16 -0.12 -0.43 0.09
H -1.139365 -6.567114 -5.052541 0.51 0.51 0.32 0.08
H -1.561323 -8.090271 -4.493797 0.06 -0.41 0.90 0.08
H 0.995480 -8.655886 -2.665511 -0.22 -0.39 -0.35 0.12
H -0.781961 -8.680724 -2.206423 0.09 -0.28 -0.12 0.12
H 0.806995 -8.438531 -0.318181 -0.12 0.05 0.31 0.12
H -0.338555 -7.044413 -0.531471 0.29 0.47 0.59 0.12
H 1.410611 -5.697467 0.630806 0.01 -0.12 0.48 0.09
H 3.077526 -5.688270 0.047452 -0.22 0.35 -0.47 0.04
H 2.578066 -7.108662 0.767426 -0.66 -0.40 0.25 0.10
C -5.100369 2.467956 3.263681 1.55 0.44 0.20 -0.13
O -5.997869 1.555120 2.756737 -1.26 -0.44 0.15 -0.17
C -5.862866 0.976597 1.476285 -0.18 -1.23 0.67 -0.16
C -4.787255 -0.184217 1.440725 -1.32 1.75 0.10 -0.18
O -4.830125 -0.819433 0.193534 0.77 -0.47 -0.57 -0.22
C -4.386133 -0.089456 -0.950569 -0.13 0.31 0.59 -0.08
H -4.180665 2.000510 3.615437 0.42 -0.32 -0.24 0.06
H -5.441304 2.952938 4.178361 -0.80 -0.07 -0.21 0.09
H -4.812239 3.244134 2.554715 -0.09 0.15 -0.27 0.08
H -5.846396 1.701043 0.662036 0.88 0.34 0.01 0.11
H -6.827957 0.495913 1.316131 -0.09 -0.22 0.06 0.12
H -5.042860 -0.947118 2.176077 -0.15 0.11 0.09 0.12
H -3.841817 0.256123 1.757519 0.61 -0.18 -0.48 0.11
H -4.020065 -0.787124 -1.703811 -0.31 -0.08 0.02 0.08
H -3.566241 0.594564 -0.731446 0.20 0.05 0.31 0.07
H -5.209315 0.526838 -1.312016 -0.01 -0.09 -0.40 0.08
C 7.636074 -4.871094 4.035672 -1.00 0.21 -1.50 -0.08
O 6.866285 -5.423258 2.928386 0.11 -0.24 0.57 -0.21
C 6.403770 -4.517964 1.911857 -0.55 0.45 1.56 -0.17
C 5.333012 -3.520462 2.470460 0.00 -0.42 -0.65 -0.19
O 4.085543 -4.209650 2.635331 -0.19 0.50 0.97 -0.19
C 3.021386 -3.357568 3.140239 0.66 -0.08 -1.82 -0.07
H 7.015700 -4.188702 4.616691 0.03 0.09 0.11 0.07
H 8.475410 -4.323222 3.607365 0.28 0.07 0.23 0.08
H 7.972251 -5.667550 4.699541 -0.09 -0.14 -0.41 0.09
H 5.929364 -5.113760 1.132067 0.12 -0.13 0.12 0.11
H 7.273028 -4.012227 1.491484 -0.08 0.42 -0.11 0.10
H 5.160387 -2.661915 1.821463 0.14 -0.02 -0.70 0.10
H 5.707536 -3.035066 3.371692 -0.15 -0.35 0.61 0.10
H 2.794753 -2.632926 2.358163 0.35 0.70 -0.16 0.06
H 3.274610 -2.812260 4.049418 -0.10 -0.39 0.26 0.07
H 2.067444 -3.884591 3.121633 0.38 -0.61 0.84 0.09
C -2.383014 -1.445111 8.814709 0.27 -0.69 1.66 -0.14
O -2.267043 -1.852123 7.503765 0.42 -1.02 -0.06 -0.15
C -2.365059 -0.789532 6.633218 0.28 1.01 -1.93 -0.23
C -1.953832 -1.172728 5.172270 0.01 0.07 0.95 -0.22
O -2.855397 -2.100660 4.582807 1.17 0.11 -1.21 -0.16
C -2.344760 -2.592947 3.305956 -1.11 -0.81 0.85 -0.10
H -3.394457 -1.159210 9.103388 -0.09 0.60 -0.22 0.09
H -1.613125 -0.739372 9.126649 -0.18 0.89 -0.37 0.08
H -2.142579 -2.249475 9.509904 -0.14 -0.69 -0.41 0.09
H -1.728761 0.044673 6.928710 0.80 -0.01 0.09 0.08
H -3.329728 -0.291142 6.728662 -0.69 -0.37 -0.51 0.13
H -0.920208 -1.518425 5.157323 0.18 -1.02 0.59 0.10
H -1.740330 -0.290482 4.568813 -1.13 0.57 -0.14 0.04
H -3.045814 -3.355860 2.967464 -0.47 0.39 0.05 0.02
H -1.456803 -3.220312 3.383799 0.68 0.60 0.46 0.09
H -2.248454 -1.834525 2.529018 0.13 0.27 0.24 0.05
C 2.040338 5.834786 0.195582 -1.48 0.05 -0.18 -0.10
O 1.520362 6.737936 -0.772834 0.48 0.50 0.26 -0.22
C 0.706459 7.804002 -0.297210 0.52 0.60 -1.37 -0.18
C 0.215000 8.559964 -1.572968 0.56 -0.45 -0.23 -0.21
O 1.354550 9.057011 -2.287309 -0.27 0.70 -0.29 -0.19
C 1.052225 9.646699 -3.571341 0.30 0.31 1.02 -0.09
H 1.144546 5.295913 0.504217 0.16 -0.80 0.45 0.07
H 2.464008 6.253934 1.108231 0.25 0.56 -0.15 0.08
H 2.757560 5.165585 -0.279684 -0.12 0.14 -0.07 0.09
H 1.283512 8.498894 0.312901 0.37 0.15 0.01 0.12
H -0.116701 7.508575 0.353356 -0.39 -0.49 -0.22 0.11
H -0.490301 9.360103 -1.348419 0.08 0.30 0.41 0.12
H -0.321764 7.893785 -2.248383 -0.08 -0.32 0.24 0.04
H 0.862843 8.877191 -4.319738 -0.19 0.10 -0.04 0.08
H 1.856912 10.312424 -3.883431 0.77 -0.73 0.11 0.08
H 0.290358 10.424970 -3.527144 -0.95 -0.52 0.25 0.08
C -2.059848 2.352733 -9.980010 -1.33 0.93 1.07 -0.10
O -2.821319 1.202831 -9.593463 0.93 1.27 -0.83 -0.18
C -2.076105 0.042988 -9.374559 -0.24 -0.23 0.85 -0.21
C -0.958021 0.107189 -8.286422 -0.88 0.38 -1.80 -0.23
O -1.488647 0.329252 -7.017981 0.11 -1.22 0.91 -0.18
C -1.622018 -0.877351 -6.259008 -0.11 -0.14 0.03 -0.13
H -1.819588 2.931732 -9.088309 0.75 -0.30 0.37 0.08
H -2.774385 3.057369 -10.405485 -0.02 -0.33 -0.76 0.08
H -1.176207 2.244666 -10.608980 -0.15 -0.55 -0.09 0.09
H -1.686271 -0.370478 -10.304705 0.34 0.09 -0.27 0.12
H -2.901453 -0.597645 -9.063912 0.48 -0.73 0.34 0.13
H -0.243357 0.903696 -8.493627 -0.12 0.28 -0.12 0.12
H -0.388123 -0.805121 -8.462534 0.07 -0.45 0.74 0.12
H -2.344112 -1.606517 -6.626423 -0.68 0.40 -0.50 0.08
H -1.911203 -0.634009 -5.236626 0.24 0.15 -0.18 0.03
H -0.722107 -1.492113 -6.277114 0.62 0.43 0.26 0.07
C -4.820077 3.711756 -1.931409 0.10 0.33 -0.21 -0.11
O -4.324095 5.046084 -1.820132 0.21 -0.17 0.90 -0.21
C -4.292881 5.606174 -0.461162 1.33 -1.17 -2.38 -0.12
C -3.013685 5.134465 0.312362 -0.93 -0.97 0.80 -0.16
O -2.943966 3.710936 0.424037 -0.88 -1.23 -1.12 -0.24
C -2.103639 3.151555 1.423316 -0.28 2.10 0.56 -0.13
H -4.543642 3.076164 -1.090155 -0.07 0.14 0.04 0.06
H -4.389633 3.278916 -2.834444 0.10 0.01 0.00 0.06
H -5.897470 3.730288 -2.095653 -0.25 -0.05 0.25 0.09
H -5.265032 5.397871 -0.014367 0.27 -0.09 0.61 0.12
H -4.213036 6.658948 -0.732082 0.07 0.17 0.74 0.12
H -3.151098 5.496997 1.331087 0.34 0.56 0.27 0.12
H -2.048433 5.428662 -0.099737 -0.23 0.75 -0.31 0.12
H -1.071502 3.464148 1.264978 0.32 -0.29 -0.16 0.05
H -2.170679 2.074996 1.580271 -0.31 0.14 -0.71 0.04
H -2.432714 3.645792 2.337394 0.22 -0.24 0.65 0.06
Cl 1.768091 -0.082781 6.178709 -0.33 -0.21 0.74 0.55
C 1.673350 -0.804998 7.842902 1.32 -0.43 0.38 -0.58
C 3.160106 -1.068253 8.341684 -1.39 0.75 -0.63 -0.64
Cl 3.849385 -2.227503 7.207689 0.54 -0.56 -0.06 0.54
H 1.152840 -1.760236 7.774458 0.08 0.06 -0.26 0.06
H 1.071127 -0.169689 8.492365 0.36 0.29 -0.12 0.07
H 3.253059 -1.465019 9.352651 -0.40 -0.06 -0.12 0.07
H 3.764487 -0.163930 8.270846 -0.20 0.01 0.02 0.06
Cl 2.721305 2.309263 2.009034 -0.29 0.28 -0.02 0.60
C 4.140267 1.454181 2.549647 1.73 0.51 0.58 -0.67
C 5.313352 1.471864 1.527484 -1.34 -0.58 0.81 -0.59
Cl 4.861545 0.424803 0.165984 0.18 -0.11 -0.05 0.57
H 3.850056 0.476864 2.935302 0.12 -0.25 -0.68 0.07
H 4.535378 1.946401 3.438303 -0.13 0.36 0.06 0.07
H 6.173889 1.074190 2.065479 0.12 -0.11 -0.39 0.08
H 5.534631 2.452832 1.106948 -0.18 -0.02 0.32 0.07
Cl -1.700010 1.428827 -3.316384 0.13 0.15 0.13 0.61
C -1.502675 3.150390 -3.743537 0.89 0.70 -1.14 -0.62
C -0.380122 3.828474 -2.913233 -1.63 0.22 0.14 -0.60
Cl -0.298273 5.613309 -3.343763 -0.01 -1.39 0.05 0.60
H -2.488608 3.612328 -3.794943 0.20 0.22 1.01 0.05
H -1.207873 3.216576 -4.790828 0.25 -0.50 -0.08 0.07
H 0.593024 3.356656 -3.049216 -0.17 0.26 -0.25 0.03
H -0.656306 3.745012 -1.862113 0.19 0.32 -0.04 0.02
Cl 0.839723 1.953685 -0.431470 -0.08 -0.10 -0.78 0.58
C 0.245734 0.267889 -0.506033 -0.17 0.28 -0.50 -0.65
C 0.609994 -0.410822 0.791755 0.14 -0.67 -1.31 -0.73
Cl -0.230512 0.192203 2.160565 -1.22 0.61 1.46 0.67
H 0.591034 -0.299870 -1.370041 1.11 0.33 0.15 0.00
H -0.790750 0.317777 -0.839693 -0.44 0.12 1.12 0.02
H 1.649228 -0.239914 1.072630 0.16 -0.40 -0.68 0.03
H 0.362244 -1.461732 0.642444 0.27 -0.04 0.40 0.04
Cl 1.697725 -2.692602 -1.271468 -0.16 -0.57 -0.06 0.61
C 0.805643 -4.073776 -2.043325 1.44 -0.03 -1.22 -0.59
C -0.053567 -3.618333 -3.217802 -0.86 -0.48 1.32 -0.58
Cl -1.043730 -2.224859 -2.663207 -0.24 0.19 -0.55 0.57
H 0.351018 -4.731666 -1.302655 -0.32 0.68 -0.04 0.07
H 1.613000 -4.656907 -2.486302 -0.05 -0.20 0.20 0.05
H -0.781722 -4.413663 -3.377010 0.14 -0.04 -0.20 0.06
H 0.470529 -3.428959 -4.154575 0.10 0.43 0.37 0.08
Cl 1.843214 0.246206 -5.334635 -0.27 0.16 -0.32 0.57
C 2.566948 0.963647 -3.856799 -0.19 -0.21 -0.44 -0.65
C 3.758228 1.805708 -4.252999 -0.54 0.01 -0.35 -0.66
Cl 4.782585 2.065661 -2.829639 0.26 -0.12 -0.11 0.57
H 2.867684 0.060994 -3.324933 -0.12 0.52 0.60 0.05
H 1.794239 1.585469 -3.404754 0.10 -0.54 0.42 0.03
H 3.444122 2.795793 -4.583408 0.02 -0.17 -0.15 0.07
H 4.234934 1.272439 -5.075487 0.65 0.29 0.30 0.06
Cl -5.690891 -3.976182 2.789944 -0.53 -0.05 -0.44 0.55
C -5.814950 -3.796249 0.981454 0.02 0.59 1.26 -0.61
C -4.433095 -3.778101 0.425905 -0.24 0.21 -0.95 -0.70
Cl -3.733421 -5.411220 0.554791 0.36 0.07 -0.26 0.55
H -6.283893 -2.830228 0.794383 -0.01 -0.07 0.07 0.06
H -6.426304 -4.595103 0.561712 0.17 -0.01 0.23 0.07
H -3.743489 -3.032411 0.821514 -0.30 -0.28 0.39 0.05
H -4.599773 -3.471892 -0.606837 0.50 -0.48 -0.37 0.08
Cl -1.480292 2.426769 5.172419 0.57 -0.33 -0.13 0.58
C 0.303879 2.649416 4.985431 -0.38 2.13 -0.69 -0.64
C 0.526806 4.074328 4.348022 0.26 -1.05 1.45 -0.64
Cl 0.175935 5.411964 5.519284 0.02 -0.42 -0.37 0.51
H 0.774336 1.969629 4.275032 -0.53 -0.42 0.13 0.00
H 0.752101 2.559350 5.974912 -0.06 0.10 -0.23 0.03
H -0.100991 4.230761 3.470817 0.25 -0.10 0.08 0.04
H 1.598308 4.116920 4.152625 -0.17 0.30 -0.36 0.04
Cl 6.893559 -2.083471 -1.050808 -0.80 0.18 -0.75 0.52
C 5.387327 -1.888540 -2.040269 -0.86 -0.65 -0.36 -0.69
C 5.096267 -3.110143 -2.976033 0.31 1.09 1.16 -0.59
Cl 4.702317 -4.521822 -1.930083 0.21 0.08 -0.53 0.56
H 5.313446 -0.931148 -2.556067 1.07 -0.04 -0.45 0.04
H 4.523823 -1.756657 -1.388299 0.23 -0.64 0.54 -0.01
H 5.937075 -3.335151 -3.632177 -0.07 -0.16 0.23 0.07
H 4.213810 -2.885282 -3.575034 0.01 -0.04 0.08 0.06
```
Positions in Å, forces in eV/Å.